Entry 1:
64
Properties=species:S:1:pos:R:3:lowdin_spin:R:1 method="wB97M-V/def2-TZVPD" e_tot_ha=-3438.451152 total_charge=0 s_squared=6.02 multiplicity=5 orbital_gap_ev="7.53 / 6.48"
Rh 0.825 -0.895 0.934 2.27
C 5.027 -1.111 3.100 0.02
C 3.568 -1.226 2.717 0.17
S 3.241 -1.346 1.067 0.44
C 2.575 -1.274 3.702 0.21
C 2.909 -1.161 5.168 0.02
S 0.934 -1.494 3.341 0.41
H 5.650 -1.080 2.209 0.00
H 5.339 -1.962 3.710 0.00
H 5.209 -0.202 3.676 0.01
H 3.981 -1.199 5.356 0.00
H 2.425 -1.962 5.728 0.01
H 2.524 -0.216 5.557 0.01
C -5.643 -1.855 0.086 0.00
C -4.122 -1.969 -0.030 0.01
C -3.450 -1.560 1.271 0.03
S -1.643 -1.554 1.127 0.07
O -1.345 -0.866 -0.190 0.04
C -1.335 -3.359 0.932 0.00
C -0.648 -3.668 -0.392 0.02
C -0.393 -5.167 -0.530 0.00
H -6.121 -2.144 -0.850 0.00
H -5.942 -0.829 0.315 0.00
H -6.029 -2.503 0.877 0.00
H -3.753 -1.327 -0.830 0.00
H -3.851 -2.995 -0.291 0.00
H -3.692 -2.212 2.116 0.00
H -3.701 -0.530 1.540 0.00
H -2.281 -3.897 1.030 0.00
H -0.697 -3.630 1.775 0.00
H 0.303 -3.136 -0.449 0.01
H -1.250 -3.295 -1.219 0.00
H 0.317 -5.519 0.223 0.00
H 0.016 -5.398 -1.514 0.00
H -1.321 -5.732 -0.408 0.00
Cl 3.347 4.149 -3.389 0.00
C 2.454 2.655 -3.555 0.00
C 3.133 1.549 -4.027 0.00
C 2.467 0.344 -4.147 0.00
C 1.128 0.280 -3.807 0.00
C 0.452 1.399 -3.353 0.00
Cl -1.235 1.197 -2.995 0.00
C 1.094 2.637 -3.195 0.00
N 0.484 3.816 -2.766 0.00
C -0.470 3.917 -1.691 0.00
C -1.737 4.408 -1.983 0.00
C -2.692 4.537 -0.990 0.00
C -2.379 4.165 0.312 0.00
C -1.110 3.698 0.609 0.00
C -0.131 3.583 -0.379 0.00
C 1.250 3.095 0.013 0.01
C 1.205 1.622 0.371 0.01
O 1.500 0.762 -0.505 0.11
O 0.822 1.285 1.531 0.12
H 4.182 1.639 -4.278 0.00
H 2.986 -0.536 -4.507 0.00
H 0.577 -0.649 -3.896 0.00
H 1.112 4.598 -2.805 0.00
H -1.963 4.664 -3.012 0.00
H -3.679 4.914 -1.232 0.00
H -3.121 4.252 1.097 0.00
H -0.857 3.414 1.624 0.00
H 1.583 3.642 0.894 0.00
H 1.968 3.236 -0.789 0.00

Entry 2:
61
Properties=species:S:1:pos:R:3:lowdin_charge:R:1 method="wB97M-V/def2-TZVPD" e_tot_ha=-2104.894744 total_charge=0 orbital_gap_ev=6.36
C 2.060 4.936 -0.497 -0.06
C 2.298 3.510 -1.110 -0.35
C 1.895 3.053 -2.347 -0.50
C 2.177 1.936 -2.960 -0.14
C 2.828 1.039 -2.421 -0.13
C 3.442 1.494 -0.987 0.03
C 3.176 2.870 -0.415 -0.01
H 3.573 2.863 0.400 0.02
O 4.251 0.415 -0.370 -0.08
C 3.979 0.333 1.108 -0.09
C 2.860 -0.389 1.533 -0.34
O 2.684 -1.440 1.922 0.15
N 1.471 0.511 0.951 0.10
C 0.366 -0.040 1.315 -0.63
C -0.830 0.637 0.744 -0.17
C -0.714 2.098 0.355 -0.13
N -0.804 3.147 -0.160 0.16
C -1.994 0.044 1.158 -0.14
C -1.747 -1.420 1.719 -0.35
S 0.043 -1.485 2.022 1.17
C -2.740 -2.285 2.003 -0.67
N -3.917 -1.680 1.848 0.04
H -4.659 -2.572 1.780 0.22
C -4.165 -0.778 0.732 -0.42
C -5.659 -0.719 0.449 -0.08
H -5.965 0.256 -0.109 0.10
H -6.162 0.008 1.500 0.16
H -6.295 -1.467 0.379 0.00
C -3.345 0.499 0.883 -0.07
H -3.465 1.086 0.032 0.12
H -3.734 0.814 1.704 0.07
C -3.909 -1.537 -0.887 0.04
H -4.197 -0.864 -1.522 0.00
H -2.898 -1.584 -0.913 0.02
H -4.437 -2.384 -0.925 0.03
C -2.342 -3.770 1.611 0.02
H -2.468 -3.701 0.274 0.18
H -1.425 -3.839 2.052 0.02
H -3.149 -4.373 1.818 0.03
C -2.561 -2.363 3.710 0.01
H -3.053 -1.317 4.220 0.16
H -3.320 -2.943 4.119 0.03
H -1.716 -2.633 3.940 -0.06
H 1.696 1.482 0.568 0.13
H 4.274 1.244 1.570 0.13
H 4.662 -0.403 1.468 0.14
C 3.086 -0.290 -2.810 -0.39
C 4.516 -0.566 -2.997 -0.10
H 5.240 -0.770 -2.110 0.08
H 5.302 0.194 -3.643 0.14
H 4.852 -1.659 -3.525 0.13
C 2.557 -1.511 -2.011 0.02
H 1.387 -1.398 -1.807 0.14
H 2.954 -1.461 -0.954 0.09
H 2.500 -2.342 -2.389 -0.03
H 2.791 -0.323 -3.601 0.00
H 1.837 1.716 -4.019 0.17
Cl 1.088 4.372 -3.349 0.62
H 2.369 5.640 -1.227 0.03
H 2.543 5.186 0.637 0.15
H 0.914 4.925 -0.458 0.06

Entry 3:
84
Properties=species:S:1:pos:R:3:lowdin_charge:R:1 method="wB97M-V/def2-TZVPD" smiles="CCOC(=O)C(F)(F)F.CCOC(=O)C(F)(F)F.CCOC(=O)C(F)(F)F.CCOC(=O)C(F)(F)F.CCOC(=O)C(F)(F)F.CCOC(=O)C(F)(F)F" e_tot_ha=-3633.070082 total_charge=0 orbital_gap_ev=11.75
C -10.777 -23.837 -10.048 -0.06
C -9.334 -24.280 -10.098 -0.19
O -8.658 -23.695 -11.217 0.02
C -7.721 -24.395 -11.829 -0.41
O -7.384 -25.502 -11.580 0.18
C -7.163 -23.615 -13.039 -0.56
F -5.941 -23.988 -13.358 0.19
F -7.975 -23.826 -14.079 0.17
F -7.155 -22.306 -12.767 0.16
H -11.275 -24.122 -10.976 0.09
H -10.901 -22.760 -9.926 0.07
H -11.259 -24.275 -9.174 0.08
H -9.191 -25.361 -10.086 0.12
H -8.803 -23.892 -9.222 0.13
C -13.243 -13.172 -18.625 -0.06
C -12.902 -14.662 -18.551 -0.21
O -12.676 -15.014 -17.197 0.04
C -12.142 -16.188 -16.937 -0.40
O -11.844 -16.996 -17.770 0.17
C -12.156 -16.540 -15.439 -0.55
F -13.181 -17.362 -15.183 0.17
F -11.050 -17.165 -15.054 0.17
F -12.330 -15.437 -14.706 0.17
H -12.337 -12.606 -18.400 0.08
H -14.050 -12.919 -17.945 0.08
H -13.484 -12.938 -19.661 0.08
H -12.037 -14.907 -19.165 0.13
H -13.761 -15.217 -18.940 0.13
C -17.635 -21.040 -9.557 -0.06
C -17.578 -21.856 -10.854 -0.20
O -18.100 -23.146 -10.607 0.04
C -17.255 -24.094 -10.245 -0.40
O -16.094 -23.942 -10.030 0.18
C -17.957 -25.446 -10.043 -0.59
F -18.425 -25.567 -8.813 0.19
F -18.943 -25.578 -10.914 0.18
F -17.096 -26.429 -10.220 0.18
H -18.666 -20.886 -9.228 0.08
H -17.194 -20.046 -9.613 0.07
H -17.143 -21.589 -8.753 0.08
H -16.530 -21.884 -11.159 0.11
H -18.128 -21.351 -11.643 0.13
C -13.410 -24.115 -20.367 -0.06
C -11.944 -23.747 -20.129 -0.21
O -11.884 -23.067 -18.884 0.04
C -10.723 -22.551 -18.531 -0.41
O -9.747 -22.449 -19.204 0.19
C -10.753 -21.971 -17.107 -0.52
F -10.597 -20.633 -17.176 0.16
F -11.916 -22.178 -16.458 0.15
F -9.767 -22.479 -16.364 0.16
H -13.823 -24.893 -19.729 0.08
H -13.527 -24.481 -21.389 0.08
H -13.971 -23.185 -20.277 0.08
H -11.627 -23.115 -20.961 0.13
H -11.298 -24.628 -20.129 0.13
C -10.111 -21.261 -12.827 -0.04
C -11.204 -20.182 -12.873 -0.17
O -11.745 -20.149 -11.536 0.04
C -12.704 -19.267 -11.329 -0.41
O -13.041 -18.449 -12.126 0.17
C -13.404 -19.449 -9.979 -0.55
F -13.996 -18.326 -9.597 0.18
F -14.368 -20.375 -10.133 0.16
F -12.553 -19.881 -9.053 0.18
H -9.885 -21.553 -13.852 0.07
H -10.406 -22.136 -12.262 0.05
H -9.255 -20.761 -12.378 0.08
H -11.995 -20.479 -13.562 0.13
H -10.796 -19.240 -13.230 0.12
C -12.562 -16.051 -6.939 -0.06
C -11.694 -14.829 -7.161 -0.19
O -10.564 -15.195 -7.986 0.03
C -9.465 -14.464 -7.837 -0.40
O -9.414 -13.440 -7.235 0.17
C -8.285 -15.024 -8.651 -0.54
F -7.890 -14.135 -9.571 0.17
F -7.239 -15.246 -7.849 0.17
F -8.625 -16.152 -9.272 0.17
H -12.098 -16.914 -6.468 0.08
H -13.080 -16.321 -7.857 0.07
H -13.317 -15.677 -6.238 0.08
H -11.373 -14.369 -6.231 0.12
H -12.297 -14.158 -7.771 0.13

Entry 4:
64
Properties=species:S:1:pos:R:3:lowdin_charge:R:1 method="wB97M-V/def2-TZVPD" smiles="CC(C)[C@H](C(=O)NC[C@@H]1CCCO1)N(C(=O)CNS(=O)(=O)c1ccc(F)cc1)c1ccccc1" e_tot_ha=-1971.099047 total_charge=0 orbital_gap_ev=9.78
C -0.179 2.633 -3.964 -0.05
C 1.131 2.703 -3.184 -0.37
C 1.783 4.074 -3.348 -0.05
C 0.868 2.455 -1.689 -0.15
C 2.134 2.527 -0.811 -0.46
O 2.208 3.302 0.121 0.07
N 3.104 1.668 -1.162 0.11
C 4.265 1.447 -0.341 -0.10
C 4.358 0.033 0.235 -0.32
C 4.411 -1.130 -0.775 -0.11
C 3.853 -2.311 0.041 -0.12
C 3.442 -1.652 1.371 -0.19
O 3.254 -0.281 1.067 -0.11
N 0.175 1.192 -1.405 0.06
C 0.663 -0.001 -1.782 -0.41
O 1.597 -0.145 -2.559 0.05
C 0.048 -1.212 -1.094 -0.13
N 0.223 -1.065 0.337 -0.09
S -0.267 -2.396 1.220 0.66
O 0.415 -2.361 2.478 -0.28
O -0.173 -3.583 0.417 -0.28
C -1.988 -1.995 1.475 -0.27
C -2.325 -1.214 2.562 -0.04
C -3.650 -0.876 2.772 0.00
C -4.597 -1.327 1.867 -0.28
F -5.885 -0.989 2.055 0.07
C -4.268 -2.112 0.774 0.01
C -2.939 -2.452 0.585 -0.05
C -0.977 1.313 -0.578 -0.23
C -0.867 1.849 0.698 0.00
C -2.004 2.033 1.463 -0.06
C -3.248 1.687 0.963 -0.10
C -3.356 1.149 -0.308 -0.07
C -2.224 0.966 -1.082 -0.02
H -0.605 1.634 -3.912 0.07
H -0.903 3.342 -3.566 0.09
H -0.003 2.871 -5.010 0.08
H 1.806 1.938 -3.573 0.13
H 2.707 4.134 -2.779 0.08
H 2.010 4.257 -4.396 0.08
H 1.116 4.858 -2.997 0.09
H 0.206 3.250 -1.330 0.16
H 2.918 1.006 -1.906 0.10
H 5.173 1.635 -0.925 0.13
H 4.210 2.164 0.482 0.13
H 5.275 0.002 0.852 0.15
H 5.425 -1.303 -1.128 0.12
H 3.772 -0.925 -1.634 0.09
H 2.990 -2.758 -0.449 0.10
H 4.595 -3.090 0.203 0.11
H 4.255 -1.747 2.105 0.13
H 2.527 -2.048 1.808 0.09
H 0.547 -2.112 -1.476 0.13
H -1.022 -1.301 -1.289 0.11
H 1.147 -0.744 0.607 0.09
H -1.545 -0.897 3.234 0.12
H -3.956 -0.278 3.615 0.13
H -5.041 -2.448 0.102 0.12
H -2.633 -3.087 -0.231 0.12
H 0.102 2.134 1.077 0.12
H -1.918 2.458 2.452 0.11
H -4.136 1.848 1.555 0.11
H -4.325 0.889 -0.706 0.11
H -2.308 0.577 -2.086 0.12